A molecular structure, C34H49F6N2O2S3Si3W. Source: OMol25; level of theory: the ωB97M-V functional and the def2-TZVPD basis.

The geometry in ORCA input format:
```
! RIJCOSX wB97M-V def2-TZVPD def2/J DEFGRID3
* xyz 1 1
W -0.24482 -0.35321 1.06233
C -3.02886 2.76463 -1.08804
C -3.87237 1.96032 -1.82429
C -3.77087 0.59642 -1.64681
C -2.85044 0.06825 -0.74960
N -1.91927 0.84441 -0.11999
C -2.06514 2.17536 -0.29572
C -2.87320 -1.33895 -0.37243
C -4.02058 -2.10428 -0.61311
C -4.05767 -3.43558 -0.26159
C -2.92980 -3.99510 0.31361
C -1.80491 -3.22490 0.57626
C -1.73203 -1.85473 0.26943
H -3.05505 3.84039 -1.15129
H -4.59942 2.37787 -2.50643
H -4.42189 -0.07521 -2.18168
H -1.38774 2.82444 0.22769
H -4.89572 -1.64993 -1.05320
H -4.94581 -4.02585 -0.43540
H -2.92035 -5.04504 0.57824
H -0.97394 -3.75482 1.00849
C 2.39082 1.64282 4.68361
C 1.65090 1.42364 3.40081
S 1.26920 -0.20016 2.94674
C 1.25344 2.40000 2.56818
C 1.42661 3.86732 2.80615
S 0.44175 1.93649 1.10198
H 2.64567 0.69835 5.15893
H 1.77951 2.21387 5.38259
H 3.31292 2.19878 4.50888
H 2.36674 4.06713 3.31929
H 0.61598 4.25329 3.42663
H 1.42537 4.42246 1.87016
C 0.15018 -3.04581 3.08051
O 0.37033 -2.35243 1.84507
Si 1.66949 -2.67831 0.74402
C 1.41501 -4.40236 0.04143
C 3.21156 -2.83122 1.80471
C 1.27366 -1.16430 -0.30799
Si 3.01708 -0.29372 -0.53847
C 3.74470 0.59182 0.95975
C 4.35200 -1.58733 -0.98684
C 3.13328 0.98893 -1.90383
Si 0.72210 -1.69595 -2.12076
C -0.75771 -2.83888 -2.42662
C 2.13743 -2.55645 -3.03434
C 0.22608 -0.21032 -3.16548
H 0.39716 -4.09618 2.92204
H -0.90306 -2.95900 3.33555
H 0.76820 -2.63235 3.87343
H 1.13712 -5.07416 0.85742
H 2.35908 -4.77691 -0.35256
H 0.66729 -4.49022 -0.73721
H 3.13232 -3.79604 2.31339
H 3.31869 -2.06062 2.56318
H 4.12260 -2.86089 1.21653
H 3.78283 0.03011 1.88605
H 3.26374 1.54750 1.15190
H 4.77549 0.79856 0.66167
H 4.05295 -2.63187 -0.99988
H 5.18013 -1.49779 -0.28462
H 4.74569 -1.36454 -1.97742
H 2.48373 1.84968 -1.75275
H 2.97111 0.60386 -2.90538
H 4.17092 1.32426 -1.85042
H -0.80345 -3.78408 -1.89864
H -0.66976 -3.06335 -3.49179
H -1.70903 -2.33778 -2.28413
H 2.60141 -3.39530 -2.52047
H 2.92446 -1.86698 -3.32931
H 1.69060 -2.94729 -3.94996
H -0.80673 0.08244 -2.96949
H 0.28396 -0.55184 -4.20048
H 0.82539 0.68317 -3.06197
C -3.53156 -1.47524 3.33661
C -2.62274 -0.24145 3.32870
O -1.60045 -0.34223 2.41366
C -3.44940 0.99886 2.91416
F -2.66363 2.05970 2.68817
F -4.11720 0.74451 1.77654
F -4.35325 1.34217 3.83392
C -2.01270 -0.02263 4.73318
F -1.23608 -1.06601 5.06181
F -1.24940 1.07491 4.77643
F -2.95211 0.08423 5.67490
H -3.86305 -1.68499 2.32159
H -4.39897 -1.30877 3.97348
H -2.98516 -2.33879 3.71534
S 0.27457 3.43029 -2.20754
C 0.23569 4.27230 -3.64670
N 1.22352 5.17217 -3.93475
C 1.30028 5.91350 -5.06472
C 0.35148 5.79179 -6.02865
C -0.70017 4.87112 -5.80403
C -0.75765 4.13941 -4.65900
H 1.93632 5.27008 -3.22334
H 2.14516 6.58151 -5.13162
H 0.40978 6.38024 -6.92917
H -1.46811 4.74795 -6.55489
H -1.55225 3.43091 -4.48036
*
```

Output
Lowest unoccupied orbital energy in eV: -4.21
HOMO-LUMO gap in hartree: 0.214

=====

A molecular structure, C40H40IO4OsP2. Source: OMol25; level of theory: the ωB97M-V functional and the def2-TZVPD basis.

The geometry in ORCA input format:
```
! RIJCOSX wB97M-V def2-TZVPD def2/J DEFGRID3
* xyz 1 1
Os 0.46157 0.82523 0.37069
I 3.01632 0.42856 1.29691
C 2.40521 1.24705 3.10549
C 3.19699 1.13946 4.21732
C 2.78625 1.73403 5.41797
C 1.61983 2.44486 5.45226
C 0.81337 2.57998 4.30126
C -0.34815 3.38934 4.34972
C -1.11107 3.58884 3.23373
C -0.77697 2.91811 2.05562
C 0.31151 2.05930 1.92235
C 1.17927 1.94082 3.08585
H 4.13644 0.60405 4.17390
H 3.40489 1.64235 6.29979
H 1.29831 2.92844 6.36599
H -0.60920 3.85942 5.29012
H -1.98675 4.22274 3.26108
H -1.40033 3.06285 1.19554
C -5.60094 3.34531 -0.00737
C -4.37778 4.00118 -0.05028
C -3.20409 3.28314 -0.20274
C -3.20964 1.89263 -0.29930
C -4.44926 1.25079 -0.30408
C -5.62892 1.96767 -0.15220
P -1.66163 0.95277 -0.67723
C -2.26616 -0.73490 -0.90260
C -2.31675 -1.35347 -2.14551
C -2.86375 -2.62321 -2.26510
C -3.37711 -3.26712 -1.15057
C -3.32743 -2.65216 0.09318
C -2.76307 -1.39723 0.22116
C -1.22823 1.63926 -2.28596
C -2.10821 1.81337 -3.32433
C -1.66408 2.36567 -4.53632
C -0.36513 2.77459 -4.66380
C 0.54534 2.65920 -3.58930
C 1.86667 3.15548 -3.67956
C 2.69925 3.10220 -2.59812
C 2.27862 2.49525 -1.40313
C 1.01019 1.95400 -1.24021
C 0.11643 2.06719 -2.37508
H -6.51863 3.90529 0.11165
H -4.33250 5.08032 0.01596
H -2.29008 3.85862 -0.32322
H -4.52017 0.17936 -0.41947
H -6.57126 1.43607 -0.15243
H -1.94954 -0.84420 -3.02688
H -2.89705 -3.10210 -3.23491
H -3.80575 -4.25576 -1.24672
H -3.71121 -3.16065 0.96733
H -2.71325 -0.92687 1.19655
H -3.14735 1.52622 -3.21145
H -2.35661 2.48203 -5.35903
H -0.02167 3.21756 -5.59085
H 2.20163 3.59254 -4.61267
H 3.69876 3.51237 -2.65820
H 2.97967 2.49002 -0.58138
C 2.01714 -5.08872 1.32534
C 2.07771 -3.73968 2.02289
C 3.43778 -3.49351 2.65236
C 0.96297 -3.57768 3.04515
O 1.97085 -2.68416 1.00151
P 0.60180 -2.19749 0.35837
O -0.31817 -3.27800 0.00708
O 0.07295 -0.99871 1.19399
O 1.13014 -1.28595 -0.88312
C 1.89180 -1.75940 -2.06662
C 1.24797 -1.11600 -3.27823
C 1.83404 -3.27473 -2.17913
C 3.31688 -1.27316 -1.86290
H 2.00078 -5.88666 2.06925
H 2.89363 -5.23308 0.69184
H 1.11577 -5.15909 0.71869
H 3.67328 -4.29398 3.35469
H 3.44518 -2.54533 3.19228
H 4.21128 -3.47146 1.88426
H 1.11423 -4.28757 3.85932
H -0.01180 -3.77773 2.59854
H 0.96781 -2.56922 3.46205
H 0.24919 -1.52091 -3.43962
H 1.85331 -1.32990 -4.16015
H 1.18672 -0.03547 -3.16302
H 0.80465 -3.62735 -2.20026
H 2.35788 -3.76152 -1.35770
H 2.32345 -3.56076 -3.11147
H 3.34457 -0.18256 -1.79419
H 3.93671 -1.56903 -2.71046
H 3.74271 -1.71902 -0.96218
*
```

Output
Lowest unoccupied orbital energy (alpha / beta) in eV: -4.86 / -4.86
HOMO-LUMO gap (alpha / beta) in hartree: 0.219 / 0.218

=====

2 unconnected molecules or ions with the total composition C4H8O2. Source: OMol25; level of theory: the ωB97M-V functional and the def2-TZVPD basis.

The geometry in ORCA input format:
```
! RIJCOSX wB97M-V def2-TZVPD def2/J DEFGRID3
* xyz 0 1
C -0.60383 -0.69327 1.26743
C 0.53810 -1.02647 0.34630
C 0.41347 -0.94271 -1.10507
O 1.18042 0.01969 -0.39605
H -1.03638 -1.67913 1.48085
H -1.34161 -0.02909 0.79743
H -0.25478 -0.23562 2.20678
H 1.23229 -1.76292 0.76207
H 1.00897 -1.59606 -1.73238
H -0.51846 -0.57132 -1.52831
C -0.13504 2.10793 -0.52235
O -1.25832 1.69151 -0.68798
H 0.25164 2.35236 0.48307
H 0.52353 2.36509 -1.37178
*
```

Output
Lowest unoccupied orbital energy in eV: 1.08
HOMO-LUMO gap in hartree: 0.402
Structure (SMILES): C[C@H]1CO1.C=O

=====

A molecular structure, C2H3LiOPr. Source: OMol25; level of theory: the ωB97M-V functional and the def2-TZVPD basis.

The geometry in ORCA input format:
```
! RIJCOSX wB97M-V def2-TZVPD def2/J DEFGRID3
* xyz 2 4
O -1.70671 0.13338 0.16581
C -1.98992 1.36015 0.18609
Li -0.20265 -1.53260 -0.37984
Pr 0.43394 1.15246 1.28469
H -3.01799 1.57165 -0.19497
C 1.78303 -0.71807 -0.16428
H 2.80634 -0.75572 0.25529
H 1.89395 -1.21125 -1.15278
*
```

Output
Lowest unoccupied orbital energy (alpha / beta) in eV: -10.79 / -9.60
HOMO-LUMO gap (alpha / beta) in hartree: 0.234 / 0.309

=====

A single C2H2N2O4 molecule. Source: OMol25; level of theory: the ωB97M-V functional and the def2-TZVPD basis.

The geometry in ORCA input format:
```
! RIJCOSX wB97M-V def2-TZVPD def2/J DEFGRID3
* xyz 0 1
O -2.58612 -0.03322 -0.28835
C -1.40946 -0.00856 -0.06985
N -0.53730 0.97076 0.58248
O 0.77303 1.16009 -0.23043
C 1.28983 0.02749 -0.07981
O 2.53202 -0.12952 -0.28228
N 0.40866 -0.90681 0.67196
O -0.51308 -1.06762 -0.29991
H -1.00425 1.84909 0.33367
H 0.97571 -1.84818 0.59102
*
```

Output
Lowest unoccupied orbital energy in eV: -0.13
HOMO-LUMO gap in hartree: 0.380
Structure (SMILES): O=C1NOC(=O)NO1

=====

A single C27H32N4O5 molecule. Source: OMol25; level of theory: the ωB97M-V functional and the def2-TZVPD basis.

The geometry in ORCA input format:
```
! RIJCOSX wB97M-V def2-TZVPD def2/J DEFGRID3
* xyz 0 1
C -5.95967 -4.19181 -0.48293
O -6.38019 -2.99829 0.10249
C -5.68097 -2.05635 0.35727
C -6.39157 -0.93235 0.95629
C -5.62723 0.19697 1.21109
C -4.36224 0.13737 1.13550
N -3.61948 1.53356 1.13619
C -2.74495 1.35371 2.38097
C -3.31618 2.24256 0.22609
O -2.54664 3.44124 0.57868
C -4.17257 2.32433 -1.06346
C -3.35201 2.65824 -2.07852
C -2.06129 1.82856 -2.37582
O -2.27117 0.78303 -2.89930
N -1.13410 2.06551 -1.65585
C -0.02014 1.45176 -1.21318
C 0.44119 0.49014 -2.26127
C 1.77225 -0.14869 -2.19134
C 2.50199 0.16284 -1.16438
N 3.73281 -0.67021 -0.77142
C 4.39515 -0.67175 0.30973
N 5.54425 -1.10146 0.40522
C 6.47308 -1.03938 1.50597
C 7.50684 0.00341 0.68077
O 7.51353 -0.14766 -0.62541
C 7.38074 -1.40129 -1.09062
C 6.05559 -1.91860 -0.91542
C 3.85149 0.51064 1.55628
C 2.73318 1.10474 1.21543
C 2.36030 1.98750 2.26191
C 1.96780 0.98921 0.19904
C 0.81894 1.72329 -0.16931
C -3.70358 -0.90409 0.37798
O -2.26840 -0.72857 -0.03791
C -1.62024 -1.65476 -0.61465
C -4.36825 -2.12881 -0.12711
H -5.04178 -4.67581 -0.01537
H -6.82684 -4.99764 -0.61153
H -5.60005 -3.78437 -1.43816
H -7.33820 -1.08404 1.31583
H -6.12722 1.21400 1.84986
H -2.03884 0.64267 2.44162
H -2.21426 2.48379 2.57733
H -3.22006 1.20985 3.59995
H -4.65006 1.31071 -0.93800
H -4.95235 2.88880 -0.78995
H -3.81847 2.59306 -2.93825
H -2.88431 3.82071 -1.83308
H -1.16657 2.74196 -0.80346
H 0.01897 0.28918 -3.24862
H 2.14648 -0.91426 -2.85183
H 7.10035 -1.99340 1.64473
H 6.16221 -0.54941 2.29555
H 7.27202 1.08849 1.08300
H 8.63396 -0.23283 1.35387
H 7.58210 -1.05870 -2.13764
H 8.10589 -1.83450 -0.59232
H 6.11104 -2.98131 -0.28616
H 5.29121 -1.71055 -1.52767
H 4.73750 0.45141 2.22718
H 2.22304 3.18913 1.73742
H 1.59266 1.79124 2.62936
H 3.21326 2.04665 3.09126
H 0.63808 2.39352 0.38465
H -0.58641 -1.30997 -0.84208
H -2.24177 -1.74597 -1.60647
H -1.68422 -2.73193 -0.17286
H -3.88564 -2.84509 -0.45716
*
```

Output
Lowest unoccupied orbital energy in eV: 0.02
HOMO-LUMO gap in hartree: 0.259
Structure (SMILES): COc1ccc(N(C)C(=O)CCC(=O)Nc2ccc3nc(N4CCOCC4)cc(C)c3c2)c(OC)c1

=====

Here are the calculated energy relative to the best compared isomer or geometry (same formula, charge and spin) numbers, same order: 18.4 0.0 63.6 0.0 80.0 684.5 (kcal per mole).
Here are the calculated molecular weight numbers, same order: 996.1 963.8 88.1 190.9 118.0 492.6 (g/mol).